Entry from OMol25: a 3-piece molecular cluster, C13H23NO6 overall at a distorted geometry (ωB97M-V with the def2-TZVPD basis set).

```
43
C13H23NO6 (ωB97M-V with the def2-TZVPD basis set)
O 0.68 0.03 -0.59
O 7.24 -1.66 0.97
O 7.92 -0.22 -0.74
O 0.26 1.04 1.34
O -3.65 -0.87 -0.33
O -3.60 1.23 -1.05
N 3.68 -0.61 -0.19
C 7.03 -1.14 -0.18
C -4.19 0.02 -0.95
C 4.66 -0.38 -1.09
C -1.17 -0.83 0.61
C 3.97 -1.94 0.44
C -0.38 0.36 3.59
C -4.08 2.29 -1.89
C 5.77 -1.55 -1.12
C -0.59 1.34 2.45
C 4.86 -2.79 -0.61
C -5.17 3.09 -1.20
C -5.56 -0.18 -1.53
C -0.03 0.12 0.39
H 0.67 0.36 3.89
H 4.34 -3.10 -1.59
H -3.22 2.94 -2.07
H -0.78 -1.76 1.02
H -6.31 -0.04 -0.74
H 2.88 0.05 -0.01
H 5.54 -3.61 -0.18
H -4.81 3.47 -0.24
H -5.63 -1.20 -1.92
H 6.08 -1.64 -2.21
H -0.31 2.35 2.78
H -6.04 2.47 -0.98
H 3.03 -2.58 0.61
H -0.99 0.64 4.45
H -1.64 1.40 2.14
H -5.49 3.92 -1.82
H 4.80 0.50 -1.80
H -4.38 1.91 -2.87
H -1.64 -1.03 -0.34
H 4.60 -1.78 1.38
H -0.63 -0.66 3.30
H -5.79 0.48 -2.36
H -1.94 -0.44 1.27
```

LUMO: -0.517 eV
F_max: 6.60 eV/A
E: -1015.2289 Eh
Relative energy (zero: lowest compared OMol25 entry of this formula, charge and spin): 64.83 kcal per mole
Kohn-Sham gap: 0.2553 Ha